C15H23F9NO3P2Ru as an isolated structure in a non-equilibrium geometry, computed with ωB97M-V/def2-TZVPD.

## Properties
**E**: -69159.7902 eV
**HOMO energy (alpha / beta)**: -0.4812 / -0.5859 hartree
**Frontier orbital gap (alpha / beta)**: 5.690 / 4.189 eV
**Multiplicity**: 6
**Total charge**: +2
**Largest force on an atom**: 0.073 hartree/bohr

Each line ends with the Mulliken spin population.
CARTESIAN COORDINATES (ANGSTROEM)
Ru -0.02 -0.02 0.11  3.391
P 2.05 -0.67 -0.05  0.173
C 2.34 -0.99 -1.83  0.084
C 1.04 -1.51 -2.39  0.259
N -0.08 -1.17 -1.73  -0.060
C -1.28 -1.46 -2.28  0.286
C -1.38 -2.36 -3.35  0.211
C -0.23 -2.80 -3.97  0.019
C 0.99 -2.33 -3.51  0.195
C -2.47 -0.78 -1.69  -0.011
P -1.86 0.70 -0.76  0.078
H 1.94 -2.61 -3.97  -0.005
H -2.38 -2.66 -3.66  -0.004
H -0.28 -3.49 -4.81  0.009
H -3.18 -0.46 -2.47  0.003
H -2.97 -1.44 -0.97  0.047
H 2.60 -0.01 -2.29  0.053
H 3.14 -1.73 -1.97  0.006
H 0.84 3.42 -1.85  0.002
O 1.42 2.69 -2.20  0.016
H 1.97 3.14 -2.86  0.003
H -0.16 4.36 -0.03  0.002
O -0.29 4.32 -1.00  -0.003
H -0.93 5.02 -1.22  0.000
C -1.84 2.02 -1.99  0.049
H -2.75 2.02 -2.62  0.003
H -1.73 2.95 -1.41  -0.003
H -0.93 1.93 -2.60  -0.003
C -3.27 0.98 0.34  0.035
H -3.13 1.91 0.89  0.008
H -4.20 1.01 -0.25  0.008
H -3.31 0.15 1.06  -0.001
C 2.15 -2.34 0.69  0.032
H 3.04 -2.87 0.31  0.003
H 2.21 -2.22 1.77  -0.002
H 1.24 -2.90 0.44  -0.006
C 3.49 0.23 0.52  -0.010
H 3.31 0.52 1.55  0.007
H 4.39 -0.39 0.44  0.007
H 3.58 1.12 -0.10  -0.005
F -0.71 2.09 2.63  0.004
C -1.05 1.13 3.53  0.014
F -0.86 1.61 4.78  0.003
F -2.38 0.90 3.36  0.000
C -0.22 -0.17 3.26  0.018
O -0.25 -0.57 1.95  0.058
C 1.24 0.08 3.78  0.005
F 1.31 0.32 5.11  0.002
F 2.05 -0.98 3.51  -0.001
F 1.77 1.15 3.11  0.001
C -0.85 -1.41 4.03  0.012
F -0.97 -1.23 5.37  0.002
F -2.07 -1.67 3.51  0.002
F -0.09 -2.51 3.80  0.001

---

One molecule with the formula C15H23N3O3S, computed with ωB97M-V/def2-TZVPD.

## Properties
**E**: -37377.5163 eV
**HOMO energy**: -0.3188 hartree
**Frontier orbital gap**: 9.096 eV
**Total charge**: 0
**Structure (SMILES)**: CCOC(=O)N1CCC(NCCNC(=O)c2cccs2)CC1
**Largest force on an atom**: 0.015 hartree/bohr

Each line ends with the Löwdin charge.
CARTESIAN COORDINATES (ANGSTROEM)
C 3.02 -0.09 -5.90  -0.064
C 3.17 -0.81 -4.57  -0.224
O 2.12 -0.47 -3.66  -0.014
C 0.95 -1.13 -3.85  -0.536
O 0.79 -2.00 -4.67  0.084
N -0.02 -0.69 -3.02  -0.039
C 0.18 0.26 -1.94  -0.127
C 0.05 -0.42 -0.58  -0.115
C -1.30 -1.14 -0.47  -0.369
N -1.38 -1.94 0.75  -0.038
C -1.13 -1.27 2.01  -0.210
C -2.07 -0.09 2.34  -0.164
N -1.60 0.68 3.46  0.063
C -0.66 1.64 3.28  -0.528
O -0.27 1.98 2.18  0.033
C -0.17 2.29 4.51  -0.440
C -0.51 2.13 5.83  -0.121
C 0.22 2.98 6.68  -0.186
C 1.10 3.76 6.00  -0.405
S 1.06 3.49 4.32  1.092
C -1.46 -2.11 -1.65  -0.122
C -1.29 -1.37 -2.98  -0.135
H 2.11 -0.41 -6.39  0.074
H 2.98 0.99 -5.74  0.076
H 3.87 -0.32 -6.54  0.075
H 4.08 -0.52 -4.06  0.122
H 3.16 -1.90 -4.73  0.120
H 1.16 0.72 -2.05  0.125
H -0.59 1.04 -2.03  0.132
H 0.14 0.34 0.19  0.098
H 0.85 -1.15 -0.46  0.133
H -2.10 -0.39 -0.53  0.144
H -2.28 -2.41 0.78  0.113
H -1.20 -2.02 2.80  0.117
H -0.10 -0.89 2.00  0.110
H -2.10 0.60 1.49  0.111
H -3.08 -0.45 2.55  0.123
H -1.77 0.32 4.39  0.129
H -1.26 1.45 6.18  0.106
H 0.09 3.00 7.75  0.101
H 1.78 4.49 6.41  0.062
H -2.44 -2.59 -1.62  0.115
H -0.69 -2.88 -1.57  0.127
H -1.33 -2.06 -3.82  0.122
H -2.09 -0.63 -3.09  0.129

---

One molecule with the formula C15H23N3O4 in a non-equilibrium geometry, computed with ωB97M-V/def2-TZVPD.

## Properties
**E**: -28589.2135 eV
**HOMO energy**: -0.3068 hartree
**Frontier orbital gap**: 8.695 eV
**Total charge**: 0
**Structure (SMILES)**: CC(=O)N[C@@H](CC(C)C)[C@@H]1O[C@@H](C(=O)O)C[C@H]1c1cnc[nH]1
**Largest force on an atom**: 0.060 hartree/bohr

Each line ends with the Löwdin charge.
CARTESIAN COORDINATES (ANGSTROEM)
C -2.73 -3.15 0.58  0.001
C -2.13 -1.77 0.63  -0.499
O -2.83 -0.78 0.44  0.040
N -0.74 -1.61 0.65  0.087
C -0.09 -0.30 0.64  -0.223
C 1.19 -0.35 1.55  -0.102
C 0.97 -1.06 2.90  -0.442
C 2.26 -1.06 3.71  -0.087
C -0.16 -0.46 3.72  -0.074
C 0.27 0.00 -0.80  -0.252
O 1.43 -0.64 -1.30  -0.031
C 1.79 0.10 -2.48  -0.184
C 0.99 -0.32 -3.73  -0.383
O -0.12 0.21 -3.98  0.066
O 1.58 -1.22 -4.53  0.135
C 1.55 1.57 -2.07  -0.048
C 0.55 1.50 -0.93  -0.205
C -0.62 2.32 -1.20  -0.263
C -1.05 3.44 -0.56  -0.085
N -2.06 4.04 -1.32  0.049
C -2.33 3.19 -2.26  -0.217
N -1.49 2.13 -2.25  0.122
H -2.53 -3.55 -0.44  0.098
H -3.81 -3.12 0.71  0.083
H -2.27 -3.76 1.33  0.065
H -0.19 -2.44 0.65  0.132
H -0.77 0.44 1.06  0.154
H 1.51 0.67 1.74  0.116
H 1.95 -0.87 1.00  0.110
H 0.65 -2.11 2.68  0.130
H 3.04 -1.60 3.15  0.079
H 2.61 0.00 3.86  0.095
H 2.11 -1.52 4.69  0.075
H 0.01 0.59 3.87  0.079
H -0.30 -0.88 4.74  0.087
H -1.11 -0.60 3.21  0.066
H -0.58 -0.31 -1.43  0.161
H 2.89 -0.06 -2.68  0.168
H 0.99 -1.37 -5.30  0.143
H 1.14 2.20 -2.85  0.124
H 2.47 2.06 -1.71  0.133
H 1.03 1.88 -0.04  0.140
H -0.50 3.83 0.31  0.114
H -3.16 3.29 -2.96  0.120
H -1.40 1.48 -3.02  0.124

---

One molecule with the formula C15H23N5O4S in a non-equilibrium geometry, computed with ωB97M-V/def2-TZVPD.

## Properties
**E**: -42398.5142 eV
**HOMO energy**: -0.3345 hartree
**Frontier orbital gap**: 8.826 eV
**Total charge**: 0
**Structure (SMILES)**: CCOc1cc(S(=O)(=O)N(CC)CC)c(OCC)cc1-n1cnnn1
**Largest force on an atom**: 0.092 hartree/bohr

Each line ends with the Löwdin charge.
CARTESIAN COORDINATES (ANGSTROEM)
C -0.72 -0.42 5.62  -0.056
C -0.03 -0.48 4.25  -0.239
O 0.08 0.90 3.95  -0.098
C 0.39 1.19 2.64  -0.169
C 1.25 0.39 1.96  -0.014
C 1.50 0.61 0.59  -0.125
S 2.24 -0.77 -0.41  0.658
O 3.13 -0.25 -1.37  -0.270
O 2.85 -1.73 0.45  -0.276
N 0.90 -1.43 -1.28  -0.236
C 0.62 -0.78 -2.63  -0.211
C 0.35 -1.84 -3.73  -0.065
C -0.38 -1.85 -0.54  -0.186
C -0.13 -3.07 0.41  -0.063
C 1.01 1.81 -0.03  -0.223
O 1.18 2.05 -1.40  -0.092
C 2.33 2.81 -1.81  -0.253
C 2.25 2.89 -3.29  -0.067
C 0.37 2.77 0.70  0.068
C -0.09 2.42 1.97  -0.076
N -0.63 3.49 2.69  -0.056
C -0.50 3.71 4.06  -0.136
N -0.95 4.88 4.42  0.053
N -1.45 5.35 3.20  -0.050
N -1.36 4.54 2.22  0.052
H -0.33 -1.16 6.33  0.074
H -1.73 -0.74 5.43  0.069
H -0.52 0.54 6.11  0.084
H 0.92 -1.09 4.21  0.135
H -0.79 -0.99 3.57  0.136
H 1.77 -0.36 2.50  0.110
H -0.26 -0.19 -2.30  0.109
H 1.32 -0.04 -2.99  0.076
H 0.98 -2.69 -3.60  0.067
H -0.58 -2.40 -3.74  0.064
H 0.49 -1.47 -4.70  0.050
H -1.11 -2.15 -1.32  0.111
H -0.70 -0.84 -0.03  0.135
H -1.14 -3.39 0.66  0.073
H 0.41 -3.83 0.01  0.036
H 0.37 -2.74 1.32  0.059
H 3.23 2.32 -1.56  0.098
H 2.42 3.78 -1.37  0.117
H 3.18 3.32 -3.61  0.076
H 1.96 1.93 -3.77  0.074
H 1.39 3.57 -3.64  0.107
H 0.14 3.80 0.40  0.135
H -0.24 3.01 4.88  0.132

---

C15H23S4Tl as an isolated structure, computed with ωB97M-V/def2-TZVPD.

## Properties
**E**: -63947.7676 eV
**HOMO energy**: -0.5208 hartree
**Frontier orbital gap**: 5.608 eV
**Total charge**: +2
**Largest force on an atom**: 0.003 hartree/bohr

Each line ends with the Löwdin charge.
CARTESIAN COORDINATES (ANGSTROEM)
Tl -0.24 -0.13 -0.30  0.568
C -1.65 0.86 3.38  -0.500
C -2.91 0.59 2.57  -0.505
S -2.84 1.02 0.81  0.785
C -2.64 2.82 0.87  -0.493
C -1.92 3.37 -0.35  -0.496
S -0.22 2.80 -0.62  0.787
C 0.58 3.34 0.91  -0.500
C 2.05 2.94 0.92  -0.502
S 2.38 1.15 0.88  0.776
C 2.42 0.71 2.63  -0.516
C 1.14 0.90 3.43  -0.498
S -0.23 -0.09 2.78  0.781
H -1.84 0.59 4.42  0.099
H -1.38 1.92 3.35  0.065
H -3.75 1.12 3.01  0.099
H -3.17 -0.47 2.58  0.086
H -2.11 3.09 1.79  0.066
H -3.63 3.27 0.92  0.099
H -1.90 4.46 -0.30  0.097
H -2.45 3.11 -1.27  0.089
H 0.05 2.92 1.76  0.044
H 0.51 4.43 0.96  0.106
H 2.55 3.35 1.80  0.099
H 2.57 3.35 0.05  0.084
H 3.22 1.29 3.10  0.095
H 2.74 -0.33 2.65  0.079
H 0.84 1.95 3.44  0.070
H 1.32 0.61 4.47  0.097
C 0.62 -3.71 -1.11  0.206
C 1.91 -4.10 -1.15  -0.254
C 2.65 -4.05 -2.38  0.043
C 3.93 -4.53 -2.44  -0.010
C 4.50 -5.06 -1.28  0.052
C 3.82 -5.12 -0.05  -0.012
C 2.54 -4.65 0.02  0.038
H 0.02 -3.78 -0.21  0.101
H 0.11 -3.35 -2.01  0.099
H 2.17 -3.64 -3.26  0.139
H 4.49 -4.51 -3.36  0.132
H 5.51 -5.45 -1.33  0.138
H 4.30 -5.55 0.81  0.131
H 1.98 -4.69 0.95  0.137